1.
Formula: C4H12
Source: OMol25
Level of theory: ωB97M-V with the def2-TZVPD basis set

Structure (XYZ):
```
16
Properties=species:S:1:pos:R:3:forces:R:3:nbo_charge:R:1
C -1.076 1.528 -1.469 0.7997 0.2416 -0.0525 -0.55
C 0.253 0.895 -1.693 -0.3475 0.7711 0.4032 -0.55
H -0.946 2.290 -0.702 -0.5579 -0.2268 0.3552 0.28
H -1.431 1.937 -2.467 0.1578 -0.4650 -0.0228 0.37
H -2.007 0.940 -1.296 -0.1196 0.1096 0.1075 0.35
H 0.082 -0.230 -1.478 -0.3960 0.0035 -0.3408 0.40
H 0.976 1.198 -0.945 0.2295 0.2916 -0.3570 0.26
H 0.628 0.931 -2.722 0.2395 -0.6020 -0.0173 0.31
C 0.679 -1.907 1.652 0.3311 0.3095 1.1812 -0.62
C 0.148 -0.477 1.519 0.7805 -0.7851 0.3779 -0.60
H 0.869 -2.450 0.735 -0.2698 -0.0942 -0.2457 0.22
H 1.607 -1.914 2.234 0.1204 0.1602 -0.3869 0.23
H 0.015 -2.475 2.310 -0.2660 -0.1598 -0.4003 0.24
H 0.703 0.062 0.733 -0.2444 0.0091 -0.4356 0.20
H -0.931 -0.472 1.404 -0.0351 0.3706 -0.2507 0.21
H 0.468 0.095 2.395 -0.4222 0.0659 0.0845 0.25
```
Forces are in eV/Å.

The lowest unoccupied orbital energy (spin up / spin down) comes out at -3.270 / -11.313 eV. Its expectation value of S² is 0.753. As for the largest force on an atom: 1.27 eV/A. The highest occupied orbital energy (spin up / spin down) comes out at -15.7 / -15.5 eV. The total energy comes out at -4330.6590 eV. The spin multiplicity is 2. The total charge is +1.

2.
Formula: C59H75FI2NO34P
Source: OMol25
Level of theory: ωB97M-V with the def2-TZVPD basis set

Structure (XYZ):
```
173
Properties=species:S:1:pos:R:3:forces:R:3:mulliken_charge:R:1
C 4.347 -3.870 -0.976 -0.4778 0.4869 -0.1824 0.11
O 4.458 -5.192 -1.677 -1.4807 2.1097 0.0643 -0.46
C 3.592 -5.222 -2.869 0.1700 -0.2996 -0.9832 -0.43
C 4.253 -4.328 -4.079 0.6447 -0.7075 0.0512 0.64
C 3.769 -4.852 -5.559 -0.5427 1.3152 0.7225 -0.86
C 2.144 -4.515 -5.678 0.3386 -0.1891 -1.1579 -0.44
C 1.933 -2.893 -5.791 0.3002 0.3472 0.5332 -0.23
C 1.336 -2.182 -4.429 0.2511 -0.1546 -0.3838 0.38
C 1.508 -0.545 -4.659 -0.5414 0.0954 0.6331 0.55
C 1.002 0.351 -3.364 0.2254 1.7557 2.7879 0.37
C -0.586 0.804 -3.115 2.2463 0.1792 1.0854 -0.27
O -1.536 0.324 -4.166 2.1887 0.3679 2.4101 -0.54
C -1.069 1.732 -1.818 3.4268 -1.5104 -1.2204 0.77
C -2.629 2.161 -1.552 0.9117 -1.7254 1.2190 -0.88
I -3.068 3.958 -2.751 0.2579 -0.7491 0.7113 0.07
C -3.739 1.010 -1.920 1.0678 -0.4082 -0.7825 -0.31
C -3.400 -0.489 -1.346 -0.7539 -0.3130 -0.5048 -0.16
I -5.685 1.617 -1.030 0.9886 -0.0910 -0.4851 0.02
C 0.119 2.222 -0.772 0.2946 -2.5445 -2.7448 -0.33
P -0.217 3.357 0.774 0.8800 0.3567 0.3911 0.17
C -0.718 2.138 2.208 0.2743 -0.3107 0.2149 0.17
O -1.498 4.498 0.447 -0.0391 -1.3872 1.3989 -0.38
C 1.706 1.773 -0.970 -1.9257 -0.8383 -2.0413 0.01
C 2.138 0.835 -2.286 -2.7221 1.0980 0.7531 -0.09
C 3.769 0.487 -2.413 1.2672 -3.4170 -1.0698 -0.17
O 4.246 -0.707 -2.807 -2.9082 7.2726 2.2721 -0.40
C 4.770 1.754 -1.977 1.6637 2.4664 0.7174 0.53
C 6.143 2.122 -2.837 -2.0670 1.8743 3.9475 -0.52
N 6.443 1.241 -4.030 2.1429 1.9912 -0.7249 0.90
C 6.329 1.973 -5.348 -1.3301 6.2352 -1.4308 0.54
C 6.578 1.240 -6.812 -0.4577 -0.2976 1.0098 -0.88
O 5.968 3.272 -5.390 2.0136 -7.9622 0.8286 -0.54
C 7.740 0.476 -3.888 5.0402 -0.8727 -1.4401 0.31
C 7.745 -0.737 -2.737 -1.1951 1.0440 0.0193 -0.42
O 8.854 0.677 -4.597 -7.1709 -0.7321 3.7244 -0.58
C 7.010 3.420 -2.334 -2.7438 -0.2944 1.9312 -0.49
C 6.574 4.364 -1.025 -3.0158 -3.5696 -0.8627 -0.56
C 5.205 3.998 -0.146 0.8920 -2.4712 -3.0715 0.37
C 4.701 4.908 1.147 1.0112 0.2888 -1.7175 -0.57
C 5.679 4.726 2.455 -0.4640 0.6549 0.5681 -0.12
F 7.071 4.310 2.115 -3.1314 0.9165 0.5612 -0.31
C 4.338 2.689 -0.659 1.7220 0.3327 -1.4757 0.02
C 2.921 2.215 0.091 -0.0861 -0.2400 3.4593 -0.14
O 2.812 2.163 1.421 0.4363 0.4257 -7.8063 -0.56
H 4.375 -4.007 0.190 0.1080 -0.0976 -2.3476 0.14
H 3.308 -3.347 -1.243 2.1557 -1.1241 0.4844 -0.08
H 5.206 -3.130 -1.290 -1.6257 -1.5296 0.4958 0.08
H 2.490 -4.877 -2.591 2.2702 -0.6562 -0.5618 0.22
H 3.550 -6.351 -3.254 0.1291 2.4152 1.0920 0.26
H 4.022 -3.189 -3.908 0.4606 -2.1827 -0.5031 -0.59
H 5.435 -4.483 -4.023 -2.5298 0.3696 0.0907 0.34
H 4.356 -4.180 -6.352 -1.3845 -1.6419 1.5273 0.29
H 4.018 -5.987 -5.735 -0.5343 2.2638 0.4695 0.33
H 1.765 -5.037 -6.680 0.6276 1.1631 2.2085 0.30
H 1.521 -4.950 -4.783 1.3364 0.7523 -1.7000 0.22
H 3.003 -2.417 -5.968 -2.2220 -0.8592 0.1990 0.02
H 1.240 -2.576 -6.679 1.3948 -0.7084 1.6151 0.28
H 1.924 -2.563 -3.465 -1.1680 1.0832 -2.0832 -0.40
H 0.216 -2.515 -4.277 2.0442 0.7992 -0.3194 0.26
H 0.945 -0.189 -5.640 1.0994 -0.8910 2.2524 -0.91
H 2.648 -0.353 -4.841 -2.2222 -0.2187 0.5275 0.36
H -1.276 -0.590 -4.483 0.0454 1.5097 0.7674 0.28
H -2.725 2.347 -0.377 0.2473 0.0732 -2.7314 0.46
H -3.895 1.011 -3.085 0.2106 -0.1296 2.4571 0.46
H -2.845 -1.131 -2.185 -0.8906 1.5757 1.9731 0.08
H -2.803 -0.443 -0.337 -1.0825 -0.0908 -2.0552 0.17
H -4.439 -1.038 -1.163 2.3429 1.1857 -0.2890 0.00
H -1.872 1.951 2.263 2.2745 0.1762 0.1297 0.12
H -0.274 2.643 3.194 -1.3013 -1.0112 -2.1510 -0.04
H -0.082 1.143 2.057 -1.5418 2.0801 0.1381 -0.08
H -1.941 4.822 1.296 1.0465 -0.9373 -1.3881 0.30
H 7.725 1.031 -6.944 -2.3586 0.2626 0.3737 0.28
H 5.939 0.235 -6.772 1.5960 2.0879 -0.3049 0.21
H 6.190 1.949 -7.689 0.7947 -1.5065 2.3665 0.29
H 8.823 -1.162 -2.533 -2.2836 1.1060 -0.6905 0.34
H 7.271 -0.255 -1.755 1.1452 -1.0902 -2.0549 0.21
H 6.975 -1.577 -3.066 1.7162 1.8072 0.5240 -0.02
H 7.972 3.758 -2.912 -2.1583 -0.8988 1.1313 0.33
H 7.164 5.313 -0.674 -1.0521 -2.1793 -1.0014 0.29
H 3.565 4.707 1.351 2.3862 0.1235 -0.1256 0.16
H 4.785 6.040 0.780 -0.1168 -2.5045 0.7827 0.38
H 5.732 5.798 2.975 0.2104 -2.4713 -1.1147 0.24
H 5.217 3.972 3.233 1.2518 1.2600 -1.8080 0.20
C -6.602 -0.465 3.250 -0.6339 -0.9310 -0.3620 -0.38
C -6.804 0.378 4.466 -0.9334 -0.0664 0.7160 -0.35
O -5.556 1.025 4.625 0.7027 0.1576 -0.6568 -0.24
C -4.957 1.038 3.398 1.8451 1.0360 -0.8117 0.43
O -3.945 1.665 3.133 -2.1762 -1.3050 0.6488 -0.55
O -5.638 0.259 2.508 0.7097 0.8100 0.6465 -0.16
H -7.522 -0.590 2.672 0.2758 0.0680 -0.0650 0.31
H -6.195 -1.453 3.489 -0.0219 0.0975 -0.0052 0.27
H -7.581 1.138 4.324 0.0772 -0.0524 -0.0159 0.28
H -7.047 -0.218 5.350 0.1819 0.1801 -0.0616 0.33
C 0.490 3.857 6.190 0.4624 -0.9811 0.6022 -0.22
C 1.006 5.254 6.310 0.8213 0.3343 0.7297 -0.37
O 0.424 5.913 5.201 -0.9206 -0.3607 -0.5534 -0.32
C -0.695 5.208 4.863 -1.4507 0.5819 -1.3789 0.59
O -1.531 5.587 4.059 1.6870 -0.7675 1.5302 -0.56
O -0.757 4.026 5.542 -0.2686 0.9975 -0.6456 -0.15
H 0.359 3.376 7.163 -0.1742 0.0041 -0.2407 0.28
H 1.131 3.227 5.564 -0.0505 0.0615 0.0231 0.20
H 0.670 5.746 7.230 0.0131 -0.0493 -0.0874 0.28
H 2.097 5.301 6.261 -0.2139 0.1314 -0.1156 0.31
C 2.060 -1.810 1.535 0.6459 0.8489 -0.6763 0.48
C 2.706 -2.758 2.493 1.2221 -0.1794 0.0113 -0.31
O 1.648 -3.111 3.364 -1.2471 0.0877 -0.2004 -0.34
C 0.485 -2.903 2.681 -1.5826 -0.4374 0.3313 0.51
O -0.615 -3.262 3.068 2.0958 0.5992 -0.7149 -0.61
O 0.713 -2.242 1.509 -0.6050 -0.7719 1.0180 -0.20
H 2.504 -1.861 0.537 -0.2489 0.0100 0.0902 -0.18
H 2.093 -0.774 1.887 -0.0016 -0.0547 -0.0438 0.03
H 3.075 -3.664 2.000 -0.0847 0.0697 0.0642 0.23
H 3.527 -2.295 3.047 -0.2270 -0.1453 0.0528 0.34
C -4.010 7.148 1.329 0.4173 -0.9813 0.5409 0.18
C -3.494 8.545 1.450 0.8526 0.3633 0.6878 -0.35
O -4.076 9.203 0.340 -0.7788 -0.3676 -0.4405 -0.34
C -5.195 8.499 0.002 -1.7839 0.7510 -1.7205 0.59
O -6.031 8.877 -0.801 1.8906 -0.8447 1.8303 -0.56
O -5.257 7.316 0.682 -0.1935 0.8590 -0.5021 -0.35
H -4.141 6.666 2.302 -0.1237 0.0339 -0.2045 0.37
H -3.369 6.518 0.704 -0.0479 0.0817 -0.0293 -0.10
H -3.830 9.037 2.369 0.0122 -0.0527 -0.0717 0.26
H -2.403 8.591 1.400 -0.2132 0.1118 -0.1042 0.30
C -1.573 -2.953 6.187 0.6260 1.0099 -0.7107 -0.04
C -0.964 -4.272 6.538 0.9906 -0.3290 -0.4010 -0.03
O -1.785 -4.740 7.590 -0.9706 0.3260 0.1780 -0.36
C -2.993 -4.118 7.457 -1.9842 -0.4617 1.2642 0.60
O -3.993 -4.412 8.092 2.1475 0.6033 -1.4079 -0.58
O -2.937 -3.126 6.522 -0.4011 -0.8581 0.7213 -0.28
H -1.462 -2.712 5.126 -0.1865 -0.0772 0.2398 0.15
H -1.164 -2.131 6.784 -0.0552 -0.0847 0.0392 0.22
H -1.008 -4.986 5.709 0.0078 0.0841 0.0251 0.00
H 0.074 -4.175 6.869 -0.2275 -0.1248 0.0679 0.34
C -3.265 -7.002 2.148 -0.9234 -0.1235 0.7904 -0.38
C -1.882 -6.588 2.532 0.2987 0.5693 1.0811 0.08
O -1.094 -7.043 1.448 -0.4857 -0.2676 -1.0533 -0.32
C -1.923 -7.142 0.368 1.0275 -0.3952 -2.1691 0.63
O -1.546 -7.343 -0.774 -0.9438 0.4824 2.4573 -0.57
O -3.229 -6.986 0.733 0.8252 -0.0542 -0.5250 -0.28
H -4.026 -6.312 2.524 0.0716 -0.1082 -0.2310 0.32
H -3.507 -8.016 2.484 0.0257 0.0726 -0.0495 0.25
H -1.778 -5.501 2.612 0.0023 -0.0906 -0.0125 0.01
H -1.555 -7.047 3.469 0.0940 0.0075 -0.2499 0.26
C -4.091 2.679 8.028 -0.5618 0.9679 -0.5619 -0.19
C -4.770 1.521 8.684 -1.0813 -0.0845 0.2832 -0.30
O -3.792 0.500 8.637 1.0702 0.2664 -0.1334 -0.30
C -2.578 1.118 8.541 1.9534 -1.1649 0.1906 0.68
O -1.505 0.548 8.648 -2.2499 1.2464 -0.2819 -0.59
O -2.722 2.455 8.310 0.4259 -0.9429 0.3132 -0.28
H -4.418 3.640 8.435 0.2400 -0.1213 -0.0441 0.31
H -4.231 2.686 6.942 0.0257 -0.0324 0.0865 0.17
H -5.021 1.723 9.731 0.0334 -0.0248 -0.0790 0.27
H -5.676 1.215 8.154 0.2314 -0.1187 0.0911 0.25
C -1.091 2.191 -8.529 -0.5260 0.9542 -0.4408 -0.45
C -1.770 1.033 -7.872 -1.2400 0.0282 0.3575 0.00
O -0.792 0.012 -7.920 1.0806 0.1097 -0.0774 -0.28
C 0.422 0.629 -8.016 2.0476 -0.8613 0.0301 0.66
O 1.495 0.059 -7.909 -2.3019 1.1781 -0.2428 -0.53
O 0.278 1.967 -8.247 0.3727 -1.0775 0.2884 -0.31
H -1.418 3.151 -8.122 0.2389 -0.1369 -0.0477 0.32
H -1.231 2.198 -9.615 0.0275 -0.0162 0.0857 0.27
H -2.021 1.234 -6.826 0.0557 -0.0081 -0.0693 0.04
H -2.676 0.727 -8.403 0.2304 -0.1271 0.0895 0.32
C -5.247 -5.466 -1.407 0.5817 -1.0165 0.4351 -0.01
C -5.745 -5.375 -2.812 0.1047 -0.8016 -0.7837 -0.41
O -6.555 -4.215 -2.796 0.0761 0.7586 0.7404 -0.31
C -6.118 -3.440 -1.760 -0.7176 2.2072 0.3791 0.57
O -6.478 -2.292 -1.559 0.7826 -2.4860 -0.4176 -0.56
O -5.224 -4.117 -0.982 -0.5874 0.7945 -0.4877 -0.19
H -4.248 -5.909 -1.347 -0.1778 0.1982 0.1147 0.07
H -5.925 -6.030 -0.758 0.0471 0.0459 -0.0571 0.25
H -4.935 -5.230 -3.535 -0.0577 -0.0086 0.0803 0.27
H -6.330 -6.252 -3.104 -0.0176 0.2720 -0.0166 0.31
```
Forces are in eV/Å.

The lowest unoccupied orbital energy comes out at -1.791 eV. The SMILES is COCCCCCCCc1c(O)c([C@@H](I)[C@@H](C)I)c(P(C)O)c2c1C(=O)c1c(N(C(C)=O)C(C)=O)ccc(CCF)c1C2=O.O=C1OCCO1.O=C1OCCO1.O=C1OCCO1.O=C1OCCO1.O=C1OCCO1.O=C1OCCO1.O=C1OCCO1.O=C1OCCO1.O=C1OCCO1. As for the largest force on an atom: 8.25 eV/A. The highest occupied orbital energy comes out at -8.1 eV. The total energy comes out at -161684.9715 eV.

3.
Formula: C4H3N3
Source: OMol25
Level of theory: ωB97M-V with the def2-TZVPD basis set

Structure (XYZ):
```
10
Properties=species:S:1:pos:R:3:forces:R:3:nbo_charge:R:1
N 3.414 -0.779 0.305 -1.1902 0.2469 0.0433 -0.25
C 2.286 -0.523 0.288 1.1091 -0.2597 0.0655 0.24
C 0.882 -0.197 0.196 0.0428 0.2815 -0.0784 0.24
N -0.089 -1.234 0.267 -0.1888 0.2445 -0.0277 -0.41
C -1.189 -0.607 0.048 0.1035 -0.0677 -0.0240 0.13
C -0.948 0.846 -0.215 -0.0860 -0.0331 0.0102 -0.36
N 0.477 1.000 -0.016 0.1290 -0.3784 -0.0420 -0.33
H -2.149 -1.116 0.034 0.1268 0.0593 -0.0230 0.21
H -1.551 1.548 0.369 0.1179 -0.1120 -0.0033 0.25
H -1.133 1.063 -1.277 -0.1641 0.0186 0.0794 0.26
```
Forces are in eV/Å.

The lowest unoccupied orbital energy comes out at -0.431 eV. The SMILES is N#CC1=NCC=N1. As for the largest force on an atom: 1.22 eV/A. The highest occupied orbital energy comes out at -11.1 eV. The total energy comes out at -8665.5119 eV.

> What is the formula in the first record?

C4H12